Entry 1:
71
Properties=species:S:1:pos:R:3 method="wB97M-V/def2-TZVPD" de_lowest_ev=0.487 homo_lumo_gap_ev=6.7 fmax_ev_per_a=0.15 e_homo_ha=-0.4928 total_charge=+2
Pd 0.5092 -0.6357 0.0259
F -0.7724 -6.2319 3.6158
C -1.4832 -5.0920 3.5709
C -0.9495 -4.0194 2.9189
C -1.6356 -2.8017 2.8991
C -1.0573 -1.6631 2.1968
O 0.0369 -1.8422 1.5998
C -1.7828 -0.4428 2.2647
C -2.9815 -0.4290 2.9298
N -3.5532 -1.4922 3.5126
C -4.8299 -1.3474 4.1868
C -6.0395 -2.0093 3.5916
C -5.8954 -0.5180 3.5434
C -2.8760 -2.7064 3.5398
C -3.4196 -3.8301 4.1723
C -2.7376 -5.0353 4.2044
N -3.3354 -6.1454 4.8483
C -3.7079 -6.0214 6.2513
C -5.0642 -6.7121 6.4481
N -5.2055 -7.7714 5.3841
C -3.9052 -8.4878 5.1667
C -2.9041 -7.5068 4.5355
C -1.3044 0.8945 1.7425
O -1.9025 1.8951 2.1330
O -0.2875 0.9479 0.9595
H 0.0130 -4.1044 2.4325
H -3.5186 0.5064 3.0006
H -4.7404 -1.3125 5.2657
H -6.7652 -2.4390 4.2680
H -5.8969 -2.5438 2.6620
H -6.5075 0.0873 4.1951
H -5.6855 -0.0770 2.5793
H -4.3999 -3.7682 4.6221
H -3.7907 -4.9758 6.5334
H -2.9481 -6.4724 6.9002
H -5.9013 -6.0281 6.3245
H -5.1445 -7.2047 7.4150
H -5.4689 -7.3139 4.5096
H -5.9479 -8.4267 5.6290
H -4.0844 -9.3506 4.5300
H -3.5842 -8.8389 6.1455
H -2.8823 -7.6295 3.4539
H -1.9119 -7.7499 4.9214
F -1.6417 4.5156 3.0758
C -0.5122 3.9984 2.6934
C 0.1969 3.2196 3.6311
C 1.3922 2.7119 3.2518
C 1.9226 2.9909 1.9401
C 3.1043 2.4667 1.5536
C 1.1651 3.8271 1.0457
C -0.0401 4.3241 1.4138
H -0.2452 3.0449 4.6008
H 1.9727 2.0962 3.9270
H 3.6778 1.8261 2.2125
H 3.5106 2.6624 0.5694
H 1.5749 4.0500 0.0697
H -0.6436 4.9398 0.7628
Br 0.1020 4.3376 -2.4332
C 0.6531 2.5447 -2.2274
C -0.2723 1.5368 -2.2709
C 0.1667 0.2067 -2.1350
C 1.5282 -0.0772 -1.9319
C 2.4571 0.9884 -1.9157
C 2.0257 2.2784 -2.0669
C 2.0077 -1.5240 -1.8627
O 2.8689 -1.9681 -2.5659
O 1.3493 -2.1320 -0.9008
H -1.3171 1.7510 -2.4435
H -0.5302 -0.5994 -2.3355
H 3.5123 0.7581 -1.8372
H 2.7357 3.0954 -2.1011

***

Entry 2:
65
Properties=species:S:1:pos:R:3 method="wB97M-V/def2-TZVPD" s_squared=6.0048 homo_lumo_gap_ev="6.8 / 7.0" fmax_ev_per_a=1.88 multiplicity=5 e_homo_ha="-0.6087 / -0.6085" total_charge=+3
Ho -0.8708 -0.0414 0.8884
O -7.0839 -1.2371 1.7205
C -5.9113 -0.6926 1.4158
C -5.5406 -0.3407 0.0991
C -4.2577 0.0651 -0.1692
N -3.2940 0.2034 0.7802
C -3.7785 -0.0183 2.0331
Br -2.5425 0.4384 3.3874
C -4.9968 -0.4404 2.4467
H -7.6624 -1.2571 0.9550
H -6.2223 -0.4606 -0.7047
H -3.9786 0.2930 -1.1988
H -5.2174 -0.5984 3.4988
C 2.2668 -0.7385 -1.2867
C 2.7874 0.1538 -0.1417
P 1.5943 1.4891 0.3141
C 2.1853 2.1828 1.8774
C 1.4701 1.9286 3.0392
C 1.8720 2.3798 4.2806
C 3.0316 3.1598 4.3052
C 3.7982 3.4143 3.1831
C 3.3750 2.9717 1.9385
C 1.6067 2.6764 -1.0609
C 0.5046 3.5179 -1.2376
C 0.5594 4.4386 -2.2644
C 1.6480 4.4837 -3.1088
C 2.7600 3.6266 -2.9759
C 2.7403 2.7683 -1.8897
P 0.5003 -1.3078 -1.1677
C 0.3667 -2.3306 0.3806
C 1.3795 -2.3879 1.3340
C 1.0783 -2.7329 2.6719
C -0.2484 -3.0442 2.9669
C -1.2534 -3.1281 1.9847
C -0.9497 -2.7143 0.7145
C 0.0394 -2.2551 -2.5871
C 0.6514 -3.4876 -2.9196
C 0.2103 -4.2382 -4.0021
C -0.8989 -3.7728 -4.6897
C -1.5151 -2.5802 -4.3969
C -1.0293 -1.7822 -3.3446
H 2.9249 -1.6167 -1.3955
H 2.2562 -0.2092 -2.2521
H 3.7455 0.6236 -0.4185
H 3.0684 -0.4117 0.8003
H 0.5057 1.3587 2.9917
H 1.2724 2.2412 5.1762
H 3.4058 3.5977 5.2422
H 4.7173 3.9290 3.3574
H 3.9347 3.2171 1.0250
H -0.3771 3.5096 -0.6174
H -0.2530 5.1353 -2.3910
H 1.6221 5.2087 -3.8930
H 3.6099 3.7386 -3.6469
H 3.5954 2.1529 -1.7129
H 2.4174 -2.2050 1.0979
H 1.8465 -2.7626 3.4266
H -0.4430 -3.3495 3.9969
H -2.2098 -3.4753 2.3225
H -1.7647 -2.7117 -0.0410
H 1.4926 -3.8688 -2.3293
H 0.6770 -5.2030 -4.2534
H -1.2992 -4.3717 -5.4917
H -2.3945 -2.2859 -4.9596
H -1.5245 -0.8454 -3.1040

***

Entry 3:
68
Properties=species:S:1:pos:R:3 method="wB97M-V/def2-TZVPD" de_lowest_ev=0.614 homo_lumo_gap_ev="5.3 / 5.3" fmax_ev_per_a=2.57 e_homo_ha="-0.4807 / -0.4807" total_charge=+2
Re -0.0976 0.0691 0.0335
I 5.0271 1.0162 5.7233
C 3.4328 0.7890 4.4431
C 2.1481 0.6535 4.9588
C 1.0888 0.4886 4.0920
I -0.8384 0.3105 4.8334
C 1.2920 0.4441 2.6970
O 0.2103 0.2156 1.9217
C 2.5998 0.6314 2.1850
C 2.8975 0.7469 0.7107
N 2.1230 -0.2347 -0.1109
C 2.5219 -0.2797 -1.5417
C 1.4618 0.2348 -2.4803
C 1.8071 0.6736 -3.7371
C 0.8143 1.0956 -4.6075
C -0.5125 1.0443 -4.2001
C -0.7969 0.6054 -2.9339
N 0.1670 0.2128 -2.0742
C 3.6486 0.7830 3.0687
H 1.9815 0.6828 6.0266
H 3.9649 0.6038 0.5580
H 2.6471 1.7440 0.3647
H 2.2933 -1.1568 0.2755
H 2.7206 -1.3143 -1.8116
H 3.4458 0.2667 -1.7032
H 2.8505 0.6960 -4.0293
H 1.0746 1.4691 -5.5910
H -1.3177 1.3525 -4.8526
H -1.8100 0.5639 -2.5630
H 4.6553 0.9216 2.6873
Br 0.2468 6.8414 0.3675
C 0.1158 4.9804 0.1956
C 0.8916 4.3239 -0.7426
C 0.8008 2.9379 -0.8522
C -0.0678 2.1888 -0.0465
C -0.8565 2.8961 0.8716
C -0.7606 4.2738 1.0027
H 1.5573 4.8861 -1.3898
H 1.4213 2.4667 -1.6085
H -1.5547 2.3655 1.5098
H -1.3720 4.7977 1.7296
C 0.4942 -5.1012 -2.4586
C 0.3551 -4.1834 -1.2848
C 0.3718 -4.4242 0.0694
C 0.1763 -3.1825 0.7046
N 0.0678 -2.2217 -0.2230
N 0.1868 -2.8559 -1.4183
C 0.0630 -2.9522 2.1815
H 0.4848 -6.1335 -2.1204
H 1.4343 -4.9268 -2.9838
H -0.3225 -4.9664 -3.1704
H 0.4906 -5.3845 0.5562
H 0.0178 -2.3529 -2.2714
H -0.3211 -3.8550 2.6547
H -0.6142 -2.1351 2.4140
H 1.0359 -2.7410 2.6324
C -1.8823 0.0680 0.0811
C -3.3016 0.0034 0.0983
C -4.0610 1.0809 -0.3759
C -5.4392 0.9957 -0.3652
C -6.0602 -0.1539 0.1134
C -5.3096 -1.2236 0.5935
C -3.9306 -1.1507 0.5909
H -3.5559 1.9769 -0.7292
H -6.0344 1.8261 -0.7252
H -7.1433 -0.2160 0.1157
H -5.8039 -2.1094 0.9736
H -3.3214 -1.9688 0.9670

***

Entry 4:
65
Properties=species:S:1:pos:R:3 method="wB97M-V/def2-TZVPD" de_lowest_ev=0.505 homo_lumo_gap_ev="5.3 / 5.3" fmax_ev_per_a=2.62 e_homo_ha="-0.7169 / -0.7169" total_charge=+4
Ta -0.1228 0.0893 -0.2683
C 6.2237 -2.2927 -0.1549
C 5.4317 -2.0263 -1.2689
C 4.2801 -1.2688 -1.1335
C 3.9286 -0.7816 0.1298
C 4.7253 -1.0453 1.2507
C 5.8852 -1.7881 1.0960
P 2.5149 0.2725 0.2855
C 1.7069 0.0011 1.9265
C 1.5385 -1.3730 2.3189
C 1.1479 -1.6881 3.6053
C 0.9266 -0.6658 4.5335
C 1.0562 0.6818 4.1735
C 1.4222 1.0213 2.8892
C 2.7854 2.0054 -0.1382
C 4.0123 2.6060 -0.3813
C 4.0679 3.9891 -0.5790
C 2.9195 4.7627 -0.5337
C 1.6572 4.1679 -0.3114
C 0.4529 4.8998 -0.1931
C -0.7676 4.2691 0.0459
C -0.8437 2.8873 0.1219
C 0.3246 2.0881 -0.0599
C 1.5868 2.7664 -0.1904
H 7.1135 -2.8990 -0.2632
H 5.7229 -2.4009 -2.2414
H 3.6765 -1.0331 -2.0048
H 4.4650 -0.6527 2.2271
H 6.5332 -1.9611 1.9444
H 1.7861 -2.1619 1.6176
H 1.0468 -2.7235 3.9060
H 0.6605 -0.9205 5.5541
H 0.8979 1.4565 4.9140
H 1.5569 2.0619 2.6271
H 4.9257 2.0236 -0.3907
H 5.0284 4.4627 -0.7347
H 2.9826 5.8352 -0.6783
H 0.4921 5.9832 -0.2487
H -1.6679 4.8590 0.1649
H -1.8158 2.4380 0.3001
Cl -4.5308 -0.5924 3.5802
C -3.9602 -0.4392 1.9906
C -4.8303 -0.4543 0.8994
C -4.3211 -0.3138 -0.3872
C -2.9631 -0.1714 -0.5483
N -2.1143 -0.1600 0.5149
C -2.6060 -0.2920 1.7658
H -5.8963 -0.5680 1.0627
H -4.9748 -0.3135 -1.2492
H -2.5371 -0.0434 -1.5455
H -1.9079 -0.2636 2.5861
O 0.2664 -1.5795 -1.1807
S -0.0688 -2.8612 -2.1238
C 1.5356 -3.4661 -2.6787
C 2.0280 -4.4295 -1.6049
C 0.7940 -5.2286 -1.1912
C -0.3208 -4.2097 -0.9224
H 2.1647 -2.6021 -2.9031
H 1.3005 -3.9729 -3.6222
H 2.4441 -3.8732 -0.7601
H 2.8152 -5.0683 -2.0026
H 0.9613 -5.8357 -0.3026
H 0.4914 -5.9037 -1.9927
H -0.2498 -3.7399 0.0600
H -1.3324 -4.5884 -1.0668

***

Entry 5:
78
Properties=species:S:1:pos:R:3 method="wB97M-V/def2-TZVPD" s_squared=3.7988 de_lowest_ev=0.636 homo_lumo_gap_ev="6.8 / 7.1" fmax_ev_per_a=3.11 multiplicity=4 e_homo_ha="-0.4912 / -0.4922" total_charge=+2
Cr -1.2128 0.5444 -0.2511
N -1.6934 -1.5675 -0.8633
N -1.9408 -1.6870 -2.3127
C -1.1553 -0.8982 -3.0476
N -1.1954 -1.0561 -4.3945
N -0.6656 0.1227 -2.3303
N 0.0717 1.0919 -3.0601
O 0.1982 2.1931 -2.5049
O 0.6990 0.7138 -4.0875
H -0.8373 -2.1985 -0.6963
H -2.5682 -1.9950 -0.4977
H -2.0853 -2.5969 -2.7227
H -1.3960 -1.9480 -4.8416
H -0.4185 -0.5458 -4.8791
N -1.5034 3.8153 -0.9955
C -2.4814 3.0310 -1.5450
C -3.2706 3.4612 -2.6473
C -4.0223 2.5277 -3.3105
C -4.3565 1.3017 -2.7067
C -3.7370 0.9855 -1.4826
N -2.7542 1.8382 -0.9794
C -0.7529 3.5420 0.1360
C -0.0086 4.5913 0.7573
C 0.5414 4.4625 2.0241
C 0.3585 3.2562 2.6657
C -0.2269 2.2347 2.0011
N -0.7908 2.3539 0.7390
H -1.4878 4.7577 -1.3721
H -3.1461 4.5191 -2.8780
H -4.3773 2.8223 -4.3544
H -4.9617 0.5477 -3.2376
H -3.9552 0.1072 -0.8254
H 0.0832 5.5902 0.1866
H 1.2335 5.1860 2.3749
H 0.7926 2.9894 3.6016
H -0.3704 1.2429 2.4076
O 0.5492 -0.2797 0.4297
S 2.0786 -0.0621 0.2200
C 2.8008 -0.2610 2.0309
C 2.7218 -1.6486 2.6829
C 3.7876 -2.5490 2.8245
C 3.4869 -3.9217 3.0775
C 2.2660 -4.3208 3.6576
C 1.3544 -3.3495 3.8748
C 1.4931 -2.0331 3.3581
C 2.8530 -1.6226 -0.6358
C 4.1100 -1.3469 -1.4693
C 5.3961 -1.2584 -0.9031
C 6.5120 -1.0504 -1.7127
C 6.3653 -0.6362 -3.0037
C 5.1533 -0.9434 -3.6542
C 4.0429 -1.1818 -2.8916
H 2.2991 0.4500 2.6522
H 3.9058 0.0438 1.9296
H 4.7925 -2.4358 2.3884
H 4.1890 -4.7300 2.6898
H 2.1306 -5.4054 3.8967
H 0.3621 -3.5791 4.1572
H 0.6188 -1.3172 3.4118
H 1.9445 -1.8638 -1.2472
H 3.0065 -2.2842 0.1870
H 5.5866 -1.5245 0.1419
H 7.5348 -0.9858 -1.3485
H 7.1343 -0.1037 -3.5639
H 5.0435 -0.9966 -4.7503
H 3.0731 -1.1617 -3.4358
F -7.0659 -0.0134 3.3519
C -5.7398 -0.2937 3.1301
C -5.3028 -1.3493 2.2999
F -6.0798 -2.3824 2.0029
C -4.0870 -1.2229 1.7178
F -3.5967 -2.2518 0.8869
C -3.1500 -0.1715 1.9881
O -1.9341 -0.2046 1.4478
C -3.5277 0.8131 2.9654
F -2.6293 1.6560 3.5032
C -4.8505 0.7072 3.4289
F -5.2348 1.7359 4.2128

***

Entry 6:
102
Properties=species:S:1:pos:R:3 method="wB97M-V/def2-TZVPD" de_lowest_ev=0.000 homo_lumo_gap_ev=8.5 fmax_ev_per_a=0.94 e_homo_ha=-0.3355 total_charge=0
C 6.1733 0.4104 1.4543
C 6.4006 1.8472 1.0732
O 6.4451 2.2159 -0.0729
O 6.6246 2.7330 2.0992
C 5.4364 3.1599 2.7732
C 4.5274 3.9941 1.8667
C 3.4425 3.1970 1.1770
C 2.6420 2.2484 1.9044
C 1.6786 1.4771 1.3312
C 0.8597 0.4623 2.0890
O 1.4392 0.1477 3.3471
O 0.6896 0.7834 4.3807
C 1.4538 1.6424 -0.0637
N 0.5733 0.9851 -0.8403
S 0.7366 1.5900 -2.3097
N 1.9029 2.6654 -2.0903
C 2.2281 2.5982 -0.7815
C 3.2296 3.3738 -0.1560
H 5.5435 0.2863 2.3343
H 7.1421 -0.0654 1.6198
H 5.7031 -0.0862 0.6067
H 5.7716 3.7645 3.6157
H 4.9173 2.3029 3.2132
H 5.1776 4.4352 1.1084
H 4.0944 4.8280 2.4259
H 2.8276 2.1244 2.9663
H 0.7697 -0.4589 1.5080
H -0.1476 0.8540 2.2524
H 0.7608 1.7303 4.1809
H 3.8280 4.0715 -0.7277
C 5.5073 4.5451 -3.6669
C 4.7255 5.8683 -3.6497
C 3.3833 5.9047 -4.3843
F 3.5472 5.6928 -5.7054
F 2.8344 7.1322 -4.2246
F 5.5171 6.8756 -4.0727
F 4.4236 6.1091 -2.3393
O 6.5719 4.4344 -4.5931
C 6.3786 3.9900 -5.8711
C 6.7731 5.0542 -6.9020
F 6.0238 6.1619 -6.7466
F 6.5557 4.5648 -8.1439
F 5.1254 3.5469 -6.0742
F 7.2090 2.9380 -6.0644
H 5.9985 4.4999 -2.6954
H 4.8378 3.6848 -3.7075
H 2.6993 5.1564 -3.9739
H 7.8274 5.3134 -6.7905
C -0.3369 -5.8330 5.8554
C -1.2670 -6.3249 4.7362
C -0.6907 -6.4237 3.3216
F -0.3134 -5.2157 2.8631
F -1.6549 -6.8992 2.4974
F -2.3922 -5.5781 4.7133
F -1.6283 -7.5962 5.0731
O -0.4473 -4.4780 6.2415
C 0.2631 -3.4851 5.6184
C -0.6646 -2.4504 4.9727
F -1.4516 -3.0390 4.0431
F 0.0784 -1.5090 4.3640
F 1.1495 -3.9775 4.7341
F 0.9696 -2.8363 6.5704
H -0.6545 -6.3854 6.7385
H 0.6982 -6.1227 5.6705
H 0.1616 -7.1074 3.2952
H -1.3000 -1.9861 5.7298
C -3.8831 1.0303 -6.1834
C -2.7484 0.7083 -5.2002
C -2.9988 0.9649 -3.7127
F -3.2154 2.2714 -3.4692
F -1.8930 0.5941 -3.0223
F -1.6161 1.3347 -5.5846
F -2.5248 -0.6341 -5.3024
O -3.8036 2.2568 -6.8823
C -4.3181 3.4179 -6.3709
C -3.2288 4.4802 -6.1785
F -2.2921 4.0408 -5.3155
F -3.7917 5.5952 -5.6641
F -5.0112 3.2096 -5.2370
F -5.1861 3.9112 -7.2831
H -3.7926 0.2755 -6.9630
H -4.8629 0.8822 -5.7281
H -3.8502 0.3839 -3.3495
H -2.7572 4.7145 -7.1344
C -5.6738 -5.6176 3.0759
C -6.4611 -5.2401 1.8130
C -7.4079 -4.0403 1.8951
F -8.3939 -4.2576 2.7865
F -7.9769 -3.8517 0.6818
F -7.1291 -6.3174 1.3496
F -5.5306 -4.9057 0.8713
O -6.1712 -6.6872 3.8575
C -7.0953 -6.4953 4.8461
C -8.3879 -7.2719 4.5690
F -8.9470 -6.8600 3.4156
F -9.2631 -7.0387 5.5730
F -7.3409 -5.1915 5.0688
F -6.5764 -7.0027 5.9892
H -4.7160 -5.9846 2.7091
H -5.4442 -4.7424 3.6849
H -6.8615 -3.1339 2.1693
H -8.1784 -8.3413 4.5070